Density functional theory data (ωB97M-V/def2-TZVPD) for a cluster of 8 separate species, C50H53F7NO2 in total.

Atoms and positions in Å:
C 7.41 0.53 4.64
C 7.34 -0.85 3.91
O 7.85 -1.95 4.65
C 6.97 -2.29 5.71
C 5.70 -3.07 5.24
C 4.36 -2.26 5.16
C 3.87 -2.26 3.67
O 2.78 -1.39 3.40
C 3.20 -0.10 3.83
C 3.14 -0.14 5.40
N 4.39 -0.91 5.80
H 8.04 1.27 4.12
H 7.69 0.45 5.71
H 6.38 0.97 4.62
H 6.30 -0.99 3.54
H 7.97 -0.77 3.01
H 6.78 -1.40 6.34
H 7.56 -2.98 6.34
H 5.56 -3.91 5.95
H 5.85 -3.56 4.26
H 3.60 -2.85 5.72
H 3.50 -3.29 3.48
H 4.68 -2.09 2.93
H 2.62 0.73 3.41
H 4.29 -0.03 3.59
H 3.20 0.88 5.83
H 2.24 -0.69 5.73
H 5.18 -0.32 5.54
H 4.33 -1.05 6.81
F 6.45 -4.63 -1.23
C 7.56 -4.15 -0.66
C 7.49 -3.62 0.62
C 8.64 -3.12 1.21
C 9.85 -3.15 0.52
C 9.90 -3.68 -0.76
C 8.76 -4.19 -1.35
H 6.54 -3.60 1.13
H 8.60 -2.71 2.21
H 10.74 -2.76 0.99
H 10.84 -3.70 -1.30
H 8.78 -4.61 -2.35
F 1.82 3.16 2.92
C 1.00 3.06 1.84
C 0.08 2.03 1.79
C -0.77 1.93 0.69
C -0.67 2.86 -0.35
C 0.26 3.88 -0.28
C 1.10 3.99 0.82
H 0.02 1.32 2.60
H -1.50 1.14 0.64
H -1.33 2.77 -1.20
H 0.34 4.60 -1.09
H 1.83 4.79 0.89
F -3.49 2.55 -1.30
C -4.56 2.29 -0.53
C -5.62 3.19 -0.51
C -6.72 2.92 0.28
C -6.76 1.76 1.05
C -5.70 0.87 1.03
C -4.59 1.14 0.23
H -5.56 4.09 -1.11
H -7.56 3.61 0.30
H -7.62 1.56 1.67
H -5.72 -0.02 1.63
H -3.75 0.45 0.19
F -9.17 2.21 2.82
C -10.16 3.01 2.38
C -10.95 3.67 3.30
C -11.97 4.50 2.85
C -12.20 4.64 1.49
C -11.40 3.97 0.57
C -10.37 3.15 1.02
H -10.77 3.53 4.36
H -12.59 5.02 3.56
H -12.99 5.29 1.14
H -11.57 4.08 -0.49
H -9.73 2.62 0.32
F 7.33 -0.45 -5.41
C 6.27 -0.71 -4.62
C 5.21 0.18 -4.59
C 4.12 -0.10 -3.78
C 4.10 -1.26 -3.01
C 5.17 -2.14 -3.05
C 6.26 -1.87 -3.87
H 5.25 1.07 -5.19
H 3.28 0.58 -3.76
H 3.24 -1.47 -2.38
H 5.15 -3.04 -2.45
H 7.10 -2.55 -3.92
F -11.74 4.63 -2.56
C -12.16 3.64 -3.39
C -13.01 3.95 -4.43
C -13.43 2.94 -5.28
C -13.00 1.63 -5.08
C -12.14 1.34 -4.02
C -11.71 2.35 -3.17
H -13.34 4.97 -4.57
H -14.09 3.16 -6.11
H -13.33 0.84 -5.74
H -11.81 0.32 -3.86
H -11.04 2.14 -2.35
F 0.33 -4.92 -7.51
C 1.44 -4.45 -6.94
C 1.37 -3.92 -5.66
C 2.53 -3.43 -5.06
C 3.73 -3.46 -5.76
C 3.79 -3.99 -7.04
C 2.64 -4.49 -7.64
H 0.42 -3.90 -5.14
H 2.49 -3.02 -4.06
H 4.63 -3.07 -5.29
H 4.72 -4.01 -7.58
H 2.66 -4.91 -8.63

As for the total charge: +1. Its HOMO energy is -10.259 eV. The frontier orbital gap comes out at 0.26477 hartree. The calculation puts the lowest unoccupied orbital energy at -3.1 eV.

Density functional theory data (ωB97M-V/def2-TZVPD) for a structure of composition C42H29CsF10N14O6S.

Atoms and positions in Å:
Cs -1.01 -0.75 1.12
C -1.89 2.65 -3.61
N -2.67 2.13 -2.50
C -2.75 3.11 -1.41
C -3.89 2.86 -0.43
N -3.45 2.11 0.74
C -4.32 1.94 1.72
C -3.87 1.29 2.92
F -2.56 0.95 2.96
C -4.63 1.05 4.03
F -4.08 0.46 5.11
C -5.97 1.42 4.07
F -6.74 1.19 5.16
C -6.48 2.04 2.94
F -7.78 2.41 2.93
C -5.70 2.29 1.82
F -6.36 2.89 0.79
C -2.12 0.87 -2.02
C -2.52 -0.36 -2.83
N -1.70 -1.46 -2.35
C -2.02 -2.70 -2.70
C -1.22 -3.76 -2.17
F -0.21 -3.43 -1.34
C -1.42 -5.09 -2.43
F -0.62 -6.02 -1.87
C -2.44 -5.51 -3.27
F -2.65 -6.82 -3.53
C -3.24 -4.53 -3.83
F -4.24 -4.89 -4.66
C -3.04 -3.19 -3.56
F -3.87 -2.33 -4.22
H -2.35 3.56 -3.99
H -1.85 1.92 -4.41
H -0.85 2.89 -3.32
H -2.88 4.09 -1.88
H -1.80 3.15 -0.85
H -4.68 2.34 -0.99
H -4.30 3.84 -0.14
H -2.48 0.71 -1.01
H -1.01 0.91 -1.97
H -2.40 -0.16 -3.90
H -3.59 -0.52 -2.67
N 0.62 -0.86 -3.51
C 1.82 -0.52 -3.06
N 2.77 -0.21 -3.97
C 3.94 0.11 -3.44
N 4.94 0.47 -4.32
N 4.26 0.13 -2.15
C 3.24 -0.19 -1.34
N 2.02 -0.50 -1.72
C 3.55 -0.22 0.12
C 4.87 -0.15 0.55
C 5.13 -0.23 1.91
C 4.06 -0.37 2.78
C 2.78 -0.43 2.26
N 2.52 -0.35 0.96
H 0.51 -0.89 -4.51
H -0.19 -1.14 -2.89
H 4.80 0.16 -5.26
H 5.87 0.39 -3.95
H 5.65 -0.04 -0.18
H 6.15 -0.20 2.28
H 4.21 -0.45 3.85
H 1.93 -0.54 2.92
N -0.16 4.47 1.15
C 0.31 4.64 -0.13
C 0.24 5.70 -1.03
C 0.85 5.51 -2.26
C 1.50 4.31 -2.58
C 1.56 3.26 -1.69
C 0.95 3.43 -0.44
N 0.86 2.55 0.62
C 0.20 3.20 1.54
C -0.09 2.68 2.87
C -0.76 3.30 3.88
S -0.88 2.27 5.23
C -0.02 1.06 4.37
N 0.32 1.40 3.16
H -0.71 5.12 1.68
H -0.28 6.62 -0.80
H 0.81 6.31 -2.99
H 1.96 4.20 -3.56
H 2.04 2.32 -1.93
H -1.21 4.29 3.88
H 0.12 0.05 4.75
O 0.44 -2.04 4.17
C 0.31 -2.78 3.16
O -0.68 -2.91 2.42
C 1.58 -3.54 2.76
C 2.15 -3.37 1.50
C 3.37 -3.97 1.24
C 4.03 -4.77 2.15
C 3.41 -4.95 3.37
C 2.21 -4.33 3.70
N 4.07 -5.81 4.37
O 3.46 -6.09 5.38
O 5.20 -6.19 4.12
N 4.02 -3.74 -0.06
O 3.34 -3.31 -0.97
O 5.21 -3.99 -0.14
H 1.69 -2.73 0.75
H 4.98 -5.22 1.92
H 1.79 -4.45 4.69

The relative energy (zero: lowest compared OMol25 entry of this formula, charge and spin) is 10.1 kJ/mol. As for the total charge: -2. Its HOMO energy is -1.992 eV. The frontier orbital gap comes out at 0.18393 hartree. The calculation puts the lowest unoccupied orbital energy at 3.0 eV.

Density functional theory data (ωB97M-V/def2-TZVPD) for the molecule C9H9N3S2.

Atoms and positions in Å:
C 2.10 -2.63 1.19
C 1.59 -1.18 -0.60
C 0.97 1.33 -1.38
C -0.37 1.54 -0.80
C -1.42 1.60 -1.65
C -2.79 1.41 -1.25
C -3.02 1.39 0.11
C -2.02 1.38 1.10
C -0.63 1.55 0.63
H 2.04 -3.58 3.07
H 1.82 -4.56 1.65
H 1.25 1.94 -2.24
H 1.78 1.46 -0.70
H -1.12 1.72 -2.68
H -3.60 1.59 -2.02
H -4.03 1.30 0.36
H -2.27 1.31 2.20
H 0.24 1.55 1.41
N 2.31 -3.79 2.04
N 2.28 -1.41 1.55
N 2.00 -0.53 0.51
S 1.25 -0.39 -2.07
S 1.62 -3.00 -0.42

The relative energy (zero: lowest compared OMol25 entry of this formula, charge and spin) is 79.9 kJ/mol. As for the total charge: 0. Its HOMO energy is -8.319 eV. The frontier orbital gap comes out at 0.32167 hartree. The calculation puts the lowest unoccupied orbital energy at 0.4 eV. As for the SMILES: Nc1nnc(SCc2ccccc2)s1.

Density functional theory data (ωB97M-V/def2-TZVPD) for a cluster of 2 separate species, C5H11NO2 in total.

Atoms and positions in Å:
C -1.72 -0.31 1.03
C -1.40 1.03 0.49
N -2.91 -0.86 0.79
O -0.89 -0.85 1.85
O -0.60 -2.04 0.91
H -3.50 -0.50 0.06
H -2.99 -1.84 1.03
H -1.07 1.67 1.31
H -2.22 1.50 -0.05
H -0.54 0.92 -0.18
C 2.27 -0.55 0.05
C 1.79 -0.04 -1.27
C 1.73 1.23 -1.64
H 1.46 -0.81 -1.97
H 3.12 -1.22 -0.08
H 2.57 0.26 0.71
H 1.48 -1.14 0.54
H 1.37 1.53 -2.62
H 2.05 2.03 -0.98

The relative energy (zero: lowest compared OMol25 entry of this formula, charge and spin) is 537.4 kJ/mol. As for the total charge: 0. Its HOMO energy is -8.574 eV. The frontier orbital gap comes out at 0.33673 hartree. The calculation puts the lowest unoccupied orbital energy at 0.6 eV.

Density functional theory data (ωB97M-V/def2-TZVPD) for the ion C4H10N3O2S with charge +1.

Atoms and positions in Å:
C -0.57 -0.97 -1.31
C -1.43 1.06 -0.19
C 1.57 -1.94 -1.30
C 0.18 1.87 2.13
N 1.17 0.14 -0.42
N 0.67 -0.87 -1.01
N -1.45 0.03 -1.10
O -0.54 -0.76 1.42
O -2.22 0.79 2.20
S -0.98 0.59 1.51
H -1.01 -1.78 -1.76
H -2.06 1.83 -0.33
H 2.54 -1.68 -1.87
H 1.96 -2.27 -0.36
H 1.00 -2.62 -1.88
H 1.22 1.78 1.63
H -0.26 2.75 1.59
H 0.32 1.95 3.21
H 2.15 -0.03 -0.35
H -2.27 0.12 -1.80

The relative energy (zero: lowest compared OMol25 entry of this formula, charge and spin) is 367.6 kJ/mol. As for the total charge: +1. Its HOMO energy (spin up / spin down) is -13.499 / -13.063 eV. The frontier orbital gap (spin up / spin down) comes out at 0.29498 / 0.26614 hartree. The calculation puts the lowest unoccupied orbital energy (spin up / spin down) at -5.5 / -5.8 eV. As for the SMILES: [H]/N=[N+](C)/C=[NH+]\C=[S@](C)(=O)[O-].

Density functional theory data (ωB97M-V/def2-TZVPD) for the molecule C2H2F2N4.

Atoms and positions in Å:
C -0.24 1.66 0.75
C 0.08 -0.74 -0.15
N 0.30 2.27 1.57
N -0.05 -1.52 0.79
N 0.98 -0.67 -1.07
N -0.61 0.90 -0.28
F -1.09 -1.33 1.71
F -1.98 0.70 -0.54
H 1.45 -1.47 -1.41
H 1.18 0.18 -1.38

The relative energy (zero: lowest compared OMol25 entry of this formula, charge and spin) is 545.3 kJ/mol. As for the total charge: 0. Its HOMO energy is -10.459 eV. The frontier orbital gap comes out at 0.37275 hartree. The calculation puts the lowest unoccupied orbital energy at -0.3 eV. As for the SMILES: N#CN(F)/C(N)=N\F.

no.,strongest force on any atom (eV Å⁻¹),energy (eV)
1,2.04,-77308.696
2,1.90,-115727.618
3,3.51,-35617.927
4,0.57,-10943.697
5,5.71,-23698.825
6,5.77,-13494.881